[1]
37
Properties=species:S:1:pos:R:3 method="wB97M-V/def2-TZVPD" orbital_gap_ev=3.42 charge=-4 lumo_energy_ev=7.35
Zn -0.566 -0.103 -0.009
N 1.806 1.669 1.974
H 1.284 0.742 1.992
H 2.557 1.651 2.653
H 1.141 2.392 2.235
H 2.193 1.824 1.009
N 1.016 -1.683 -3.010
H 1.982 -2.005 -3.047
H 0.279 -2.378 -3.028
H 0.862 -0.985 -3.729
H 0.937 -1.178 -2.066
S -3.899 -0.756 0.664
O -2.547 -0.210 0.321
O -4.980 0.225 0.391
O -4.118 -1.926 -0.279
O -3.934 -1.161 2.076
S 2.824 -0.083 -0.874
O 2.977 1.314 -0.447
O 1.334 -0.355 -0.863
O 3.240 -0.256 -2.304
O 3.532 -1.010 0.003
S -0.949 3.203 -0.220
O -1.425 3.087 -1.628
O -2.025 3.680 0.654
O -0.437 1.853 0.232
O 0.217 4.137 -0.154
S 0.394 -1.114 3.215
O 1.845 -1.047 3.561
O 0.285 -0.514 1.806
O -0.063 -2.512 3.168
O -0.380 -0.285 4.143
O -1.028 0.265 -2.033
H -1.804 0.415 -2.577
H -0.330 0.845 -2.363
O -0.760 -2.227 -0.347
H -1.475 -2.720 -0.765
H 0.018 -2.793 -0.351

[2]
170
Properties=species:S:1:pos:R:3 method="wB97M-V/def2-TZVPD" orbital_gap_ev=3.60 relative_energy_ev=0.000 charge=+6 lumo_energy_ev=-8.24
C 4.064 -23.870 -1.614
O 5.072 -23.499 -2.537
H 4.385 -23.987 -0.580
H 3.186 -23.228 -1.540
H 3.786 -24.901 -1.833
C 7.039 -16.921 -4.035
C 5.723 -16.239 -4.293
C 4.740 -16.281 -3.106
N 3.396 -15.515 -3.267
C 2.571 -16.315 -4.329
C 1.088 -15.819 -4.344
C 0.381 -15.977 -3.069
C 1.123 -15.296 -1.942
C 2.669 -15.668 -1.877
C 3.599 -14.056 -3.584
H 7.772 -16.719 -4.816
H 6.931 -18.005 -3.991
H 7.565 -16.625 -3.127
H 5.298 -16.721 -5.173
H 5.851 -15.184 -4.532
H 5.283 -15.847 -2.266
H 4.510 -17.306 -2.816
H 2.506 -17.362 -4.030
H 3.092 -16.202 -5.280
H 0.485 -16.085 -5.213
H 1.225 -14.749 -4.503
H 0.197 -17.027 -2.842
H -0.615 -15.536 -3.065
H 0.716 -15.417 -0.938
H 0.996 -14.241 -2.185
H 2.796 -16.650 -1.419
H 3.177 -15.027 -1.156
H 4.155 -13.715 -2.711
H 2.609 -13.600 -3.566
H 4.172 -13.822 -4.481
C 2.806 -32.394 -8.235
C 1.753 -33.523 -8.386
C 1.942 -34.355 -9.712
N 0.863 -35.367 -10.120
C -0.492 -34.732 -10.468
C -1.523 -35.796 -11.051
C -0.947 -36.500 -12.255
C 0.424 -37.203 -11.928
C 1.428 -36.247 -11.228
C 0.760 -36.437 -8.927
H 2.759 -31.884 -7.274
H 2.597 -31.654 -9.008
H 3.786 -32.808 -8.475
H 0.798 -33.019 -8.535
H 1.560 -34.099 -7.480
H 2.846 -34.963 -9.756
H 1.860 -33.634 -10.525
H -0.282 -34.023 -11.269
H -0.963 -34.245 -9.613
H -2.431 -35.290 -11.380
H -1.729 -36.554 -10.296
H -0.799 -35.918 -13.164
H -1.610 -37.315 -12.546
H 0.815 -37.634 -12.849
H 0.367 -38.039 -11.230
H 1.703 -35.469 -11.940
H 2.363 -36.741 -10.963
H 1.722 -36.898 -8.701
H 0.098 -37.253 -9.215
H 0.377 -35.911 -8.053
C -0.055 -23.959 -8.846
N -1.551 -23.884 -8.961
C -2.093 -24.994 -8.070
C -1.905 -22.461 -8.354
C -2.061 -23.909 -10.354
C -2.302 -25.298 -11.030
O -1.129 -26.079 -10.823
H 0.272 -24.082 -7.814
H 0.311 -23.044 -9.313
H 0.241 -24.805 -9.467
H -1.649 -25.944 -8.368
H -3.165 -25.065 -8.254
H -1.893 -24.751 -7.026
H -2.979 -22.277 -8.314
H -1.441 -21.765 -9.052
H -1.573 -22.418 -7.317
H -1.381 -23.298 -10.948
H -3.042 -23.436 -10.392
H -2.483 -25.110 -12.089
H -3.165 -25.881 -10.709
H -0.548 -26.098 -11.587
C 13.669 -23.877 -4.279
N 14.207 -25.315 -4.426
C 15.093 -25.459 -5.707
C 15.055 -25.807 -3.232
C 12.982 -26.249 -4.699
C 12.081 -26.555 -3.444
O 12.640 -27.550 -2.600
H 13.050 -23.822 -3.383
H 13.121 -23.646 -5.192
H 14.469 -23.140 -4.217
H 14.564 -25.132 -6.603
H 15.499 -26.457 -5.871
H 15.877 -24.729 -5.507
H 16.022 -25.303 -3.206
H 15.282 -26.859 -3.405
H 14.419 -25.680 -2.356
H 13.279 -27.205 -5.132
H 12.398 -25.744 -5.469
H 11.046 -26.820 -3.658
H 11.810 -25.673 -2.864
H 12.009 -27.811 -1.926
C 1.034 -30.143 1.110
N 0.823 -29.974 2.601
C 1.370 -31.262 3.253
C 1.832 -28.865 3.070
C -0.614 -29.757 3.035
C -1.203 -28.381 2.715
O -1.518 -28.205 1.364
H 0.354 -30.862 0.652
H 1.999 -30.627 0.962
H 0.888 -29.217 0.554
H 0.836 -32.031 2.694
H 1.212 -31.150 4.325
H 2.448 -31.349 3.122
H 1.575 -28.673 4.112
H 1.626 -27.960 2.499
H 2.830 -29.286 2.947
H -0.607 -29.840 4.122
H -1.139 -30.605 2.596
H -0.724 -27.562 3.253
H -2.142 -28.296 3.263
H -1.750 -27.295 1.164
C 9.187 -23.566 4.153
N 8.674 -22.325 4.939
C 7.235 -22.788 5.324
C 9.631 -22.149 6.088
C 8.705 -21.109 4.007
C 8.498 -19.734 4.656
O 7.138 -19.579 5.097
H 9.342 -24.428 4.803
H 10.170 -23.314 3.756
H 8.504 -23.792 3.334
H 6.660 -22.057 5.892
H 7.304 -23.729 5.870
H 6.684 -22.956 4.398
H 9.229 -21.401 6.772
H 10.503 -21.764 5.560
H 9.768 -23.070 6.654
H 8.036 -21.189 3.150
H 9.696 -21.080 3.554
H 8.652 -18.918 3.950
H 9.278 -19.419 5.349
H 7.048 -18.642 5.282
C 7.876 -24.384 -14.419
N 8.020 -24.438 -12.895
C 7.600 -25.878 -12.572
C 9.542 -24.158 -12.727
C 7.064 -23.498 -12.153
C 7.347 -23.325 -10.610
O 7.047 -24.479 -9.847
H 8.223 -23.412 -14.771
H 6.846 -24.628 -14.680
H 8.539 -25.160 -14.801
H 7.747 -26.067 -11.509
H 8.338 -26.472 -13.111
H 6.585 -26.111 -12.895
H 9.691 -23.079 -12.756
H 10.241 -24.514 -13.484
H 9.874 -24.487 -11.742
H 6.028 -23.763 -12.366
H 7.116 -22.496 -12.579
H 6.752 -22.461 -10.316
H 8.344 -22.995 -10.318
H 6.799 -24.264 -8.945

[3]
16
Properties=species:S:1:pos:R:3 method="wB97M-V/def2-TZVPD" orbital_gap_ev=7.82 relative_energy_ev=3.617 charge=0 lumo_energy_ev=-0.95
C -1.561 -1.401 -0.557
C -1.090 -0.318 0.173
C -1.345 -0.272 1.641
N -0.327 0.760 -0.220
C 0.888 0.706 -0.569
N 1.669 -0.414 -0.382
C 1.727 1.987 -0.836
S 3.196 2.201 -1.379
H -2.327 -2.024 -0.123
H -1.532 -1.396 -1.738
H -0.370 -0.122 2.333
H -1.714 -1.341 1.991
H -1.873 0.685 1.824
H 1.082 -1.437 -0.463
H 2.560 -0.459 -1.198
H 1.016 2.846 -0.498

[4]
111
Properties=species:S:1:pos:R:3 method="wB97M-V/def2-TZVPD" orbital_gap_ev=1.82 charge=+3 lumo_energy_ev=-8.91
C 3.363 1.030 6.346
C 1.796 0.923 6.700
C 1.702 0.286 8.119
C 0.260 0.240 8.720
C -0.136 1.731 8.928
C -0.119 2.596 7.564
N 1.211 2.329 6.864
O 1.596 3.288 5.771
C -0.296 4.070 7.927
C -1.391 2.281 6.639
C 1.192 0.150 5.540
H 3.842 0.059 6.219
H 4.082 1.617 6.918
H 3.339 1.523 5.374
H 2.240 0.860 8.874
H 2.195 -0.686 8.147
H 0.191 -0.249 9.691
H -0.368 -0.367 8.068
H 0.545 2.106 9.692
H -1.106 1.885 9.401
H -1.074 4.315 8.650
H -0.514 4.682 7.052
H 0.615 4.546 8.290
H -1.485 2.908 5.752
H -2.302 2.430 7.219
H -1.601 1.285 6.250
H 0.140 -0.087 5.697
H 1.756 -0.755 5.319
H 1.375 0.619 4.572
C -3.716 6.642 -4.601
C -3.968 6.395 -3.071
N -5.149 5.468 -2.832
C -4.846 4.106 -3.640
C -5.275 5.230 -1.276
C -6.386 4.254 -0.886
C -6.467 6.120 -3.393
C -6.665 7.595 -3.003
O -5.945 8.442 -3.811
C -6.642 9.593 -4.225
H -3.237 7.586 -4.862
H -4.572 6.546 -5.269
H -2.965 5.906 -4.888
H -4.222 7.292 -2.506
H -3.088 6.128 -2.487
H -4.839 4.345 -4.703
H -5.663 3.427 -3.396
H -3.989 3.529 -3.291
H -5.337 6.246 -0.887
H -4.384 4.725 -0.903
H -6.723 3.466 -1.559
H -7.241 4.903 -0.699
H -6.152 3.671 0.005
H -7.310 5.496 -3.097
H -6.428 6.062 -4.480
H -6.356 7.902 -2.004
H -7.736 7.668 -3.193
H -6.777 9.477 -5.300
H -5.992 10.453 -4.063
H -7.605 9.831 -3.772
C -0.617 -4.933 -2.604
C -1.255 -5.968 -1.639
N -1.560 -7.410 -2.119
C -0.130 -8.160 -2.281
C -2.564 -8.141 -1.183
C -1.927 -8.594 0.186
C -2.176 -7.452 -3.534
C -3.576 -6.776 -3.660
O -3.443 -5.491 -3.119
C -4.672 -4.969 -2.754
H 0.461 -4.812 -2.501
H -0.963 -3.937 -2.331
H -0.942 -4.899 -3.644
H -2.165 -5.541 -1.217
H -0.585 -6.081 -0.787
H 0.420 -7.991 -1.355
H 0.497 -7.681 -3.033
H -0.336 -9.199 -2.537
H -2.954 -8.955 -1.793
H -3.489 -7.593 -1.007
H -1.695 -7.631 0.641
H -1.107 -9.294 0.026
H -2.546 -9.058 0.954
H -2.143 -8.510 -3.793
H -1.369 -7.054 -4.150
H -4.276 -7.406 -3.110
H -3.983 -6.838 -4.670
H -5.110 -4.465 -3.615
H -4.477 -4.184 -2.024
H -5.258 -5.739 -2.251
C 11.274 -2.755 -3.064
N 10.298 -1.668 -2.745
C 11.080 -0.375 -2.827
C 9.141 -1.612 -3.916
C 9.856 -1.805 -1.200
C 8.375 -1.551 -1.008
O 8.142 -0.182 -1.232
H 11.916 -2.794 -2.184
H 11.790 -2.464 -3.980
H 10.635 -3.600 -3.319
H 10.362 0.442 -2.763
H 11.269 -0.330 -3.900
H 11.983 -0.429 -2.219
H 9.638 -1.681 -4.884
H 8.637 -0.650 -3.815
H 8.413 -2.421 -3.977
H 10.607 -1.225 -0.663
H 10.124 -2.837 -0.973
H 8.243 -1.746 0.057
H 7.641 -2.027 -1.658
H 7.241 0.066 -1.454
Br 1.899 2.289 -1.582

[5]
35
Properties=species:S:1:pos:R:3 method="wB97M-V/def2-TZVPD" s_squared=3.798 orbital_gap_ev="6.19 / 5.92" relative_energy_ev=0.000 charge=+1 lumo_energy_ev="-4.30 / -6.33" multiplicity=4
Pd -1.496 -0.334 0.546
Br 2.684 -5.964 -1.885
C 1.408 -4.857 -1.116
C 0.315 -5.412 -0.416
C -0.603 -4.571 0.123
C -0.489 -3.128 0.021
O -1.378 -2.444 0.579
C 0.665 -2.580 -0.711
C 0.947 -1.153 -0.967
N 0.314 -0.160 -0.460
C 0.700 1.205 -0.655
C 1.903 1.611 -1.158
C 2.190 2.980 -1.314
C 1.282 3.931 -0.962
C 0.032 3.554 -0.416
C -0.952 4.490 -0.020
C -2.131 4.056 0.500
C -2.336 2.670 0.647
N -1.449 1.776 0.284
C -0.260 2.189 -0.258
C 1.556 -3.471 -1.253
H 0.226 -6.484 -0.318
H -1.462 -4.935 0.670
H 1.726 -0.963 -1.713
H 2.665 0.892 -1.427
H 3.151 3.266 -1.715
H 1.505 4.983 -1.087
H -0.751 5.548 -0.130
H -2.903 4.742 0.815
H -3.250 2.294 1.094
H 2.414 -3.107 -1.805
Cl -0.443 1.523 3.742
Ge -1.554 -0.202 3.038
Cl -0.642 -1.934 3.964
Cl -3.582 -0.012 3.763

[6]
88
Properties=species:S:1:pos:R:3 method="wB97M-V/def2-TZVPD" s_squared=6.033 orbital_gap_ev="6.73 / 6.05" relative_energy_ev=0.000 charge=0 lumo_energy_ev="-0.01 / -1.45" multiplicity=5
Os -0.330 -0.809 -0.984
C -1.164 -1.019 2.948
N 0.170 -0.520 2.520
P 0.056 0.294 1.023
C 1.527 1.358 0.961
C 2.054 1.731 -0.270
C 3.131 2.605 -0.336
C 3.695 3.098 0.830
C 3.182 2.718 2.064
C 2.101 1.857 2.130
C -1.284 1.515 1.382
C -1.011 2.844 1.689
C -2.042 3.747 1.924
C -3.361 3.333 1.861
C -3.648 2.010 1.552
C -2.620 1.116 1.305
P 1.364 -1.815 2.821
C 1.181 -1.878 4.645
C 0.734 -0.816 5.430
C 0.674 -0.939 6.809
C 1.067 -2.124 7.421
C 1.506 -3.188 6.647
C 1.551 -3.067 5.264
C 3.009 -0.995 2.729
C 3.595 -0.879 1.468
C 4.867 -0.350 1.319
C 5.590 0.042 2.436
C 5.032 -0.093 3.698
C 3.750 -0.604 3.844
H -1.739 -0.204 3.386
H -1.041 -1.785 3.710
H -1.727 -1.468 2.126
H 1.629 1.336 -1.185
H 3.534 2.889 -1.300
H 4.543 3.769 0.781
H 3.632 3.086 2.978
H 1.704 1.552 3.090
H 0.008 3.200 1.728
H -1.804 4.778 2.152
H -4.163 4.036 2.047
H -4.675 1.672 1.497
H -2.861 0.095 1.037
H 0.428 0.107 4.951
H 0.322 -0.110 7.410
H 1.022 -2.219 8.498
H 1.804 -4.116 7.117
H 1.878 -3.905 4.658
H 3.053 -1.213 0.592
H 5.297 -0.260 0.330
H 6.590 0.442 2.324
H 5.596 0.197 4.576
H 3.338 -0.706 4.839
S 2.553 -3.798 -0.152
As 0.662 -3.167 -0.689
S -2.519 -1.791 -0.902
S -2.504 -3.735 -0.322
S -0.834 -4.003 0.840
C -4.714 -0.890 -4.245
C -4.113 0.486 -4.485
N -3.314 0.938 -3.343
C -4.013 1.732 -2.332
C -3.921 3.226 -2.596
C -2.045 0.553 -3.226
S -1.118 1.186 -1.864
N -1.540 -0.195 -4.193
C -0.457 -0.948 -4.078
O 0.031 -1.405 -3.008
C 0.207 -1.374 -5.341
C 1.330 -2.195 -5.277
C 1.965 -2.593 -6.442
C 1.482 -2.174 -7.674
C 0.363 -1.356 -7.742
C -0.275 -0.956 -6.578
H -5.331 -1.186 -5.094
H -5.338 -0.895 -3.350
H -3.923 -1.628 -4.115
H -4.894 1.233 -4.637
H -3.474 0.478 -5.365
H -3.605 1.493 -1.353
H -5.053 1.400 -2.342
H -2.883 3.557 -2.543
H -4.492 3.774 -1.846
H -4.317 3.480 -3.581
H 1.692 -2.519 -4.311
H 2.836 -3.233 -6.388
H 1.978 -2.487 -8.584
H -0.015 -1.030 -8.702
H -1.149 -0.321 -6.616